No. 1
This record from the Open Molecules 2025 dataset describes a molecular structure, C5H6O3 at a distorted geometry. The level of theory is ωB97M-V with the def2-TZVPD basis set.

Frontier orbital gap, hartree: 0.3365
ΔE to the lowest compared entry with this formula, charge and spin, kJ/mol: 370.0
Maximum force, eV/A: 10.3

ORCA input file:
```
! wB97M-V def2-TZVPD RIJCOSX def2/J DEFGRID3
* xyz 0 1
C -1.13877 -0.65710 1.18001
C -0.12004 0.06948 0.41139
C 1.09083 0.71089 0.55911
C 1.42540 1.01547 -0.79593
C -0.14546 -0.31802 -1.14870
H -2.04991 -0.63111 -0.50246
H -1.21157 -0.49832 2.40585
H -0.76381 -1.73414 1.25728
H 1.69576 0.94963 1.52982
H 1.35225 2.00158 -1.13795
H 2.55314 0.67474 -1.06858
O -2.41934 -0.63781 0.71836
O 0.81042 0.10128 -1.75209
O -1.07890 -1.04659 -1.65611
*
```


No. 2
This record from the Open Molecules 2025 dataset describes 2 unconnected molecules or ions with the total composition C5H6O3 at a distorted geometry. The level of theory is ωB97M-V with the def2-TZVPD basis set.

Frontier orbital gap, hartree: 0.3361
ΔE to the lowest compared entry with this formula, charge and spin, kJ/mol: 656.4
Maximum force, eV/A: 6.6

ORCA input file:
```
! wB97M-V def2-TZVPD RIJCOSX def2/J DEFGRID3
* xyz 0 1
C 0.71630 -0.38089 -0.15020
C -0.28840 -1.15249 0.81341
C -0.68396 -0.91219 -0.46054
C -0.84943 1.46315 -0.31151
C 0.65454 1.01156 0.20740
H 2.92099 -0.86420 0.23121
H -0.88329 -0.80476 1.71455
H 0.06157 -2.04279 1.12691
H -0.87065 -1.69608 -1.27525
H -1.37548 2.45824 0.34587
H -1.23017 1.89740 -1.32287
O 1.89735 -0.88743 -0.72297
O -1.60246 0.12422 -0.34297
O 1.53310 1.78626 0.14696
*
```


No. 3
This record from the Open Molecules 2025 dataset describes C5H6O3 in the gas phase at a distorted geometry. The level of theory is ωB97M-V with the def2-TZVPD basis set.

Frontier orbital gap, hartree: 0.3421
ΔE to the lowest compared entry with this formula, charge and spin, kJ/mol: 523.1
Maximum force, eV/A: 2.8

ORCA input file:
```
! wB97M-V def2-TZVPD RIJCOSX def2/J DEFGRID3
* xyz 0 1
C 2.08584 1.18973 0.57296
C 1.05311 0.45397 0.65105
C -0.43090 0.62281 0.90876
C 0.78251 -0.68349 -0.38166
C -0.75082 -0.43886 -0.27117
O -1.01095 1.88378 0.74319
O 1.36830 -0.53171 -1.66724
O -1.35673 -1.65450 0.00910
H -0.82165 0.33511 1.89865
H 1.02031 -1.61016 0.11909
H -1.28107 0.04828 -1.12484
H -0.72764 2.25623 -0.04892
H 2.39037 -0.43162 -1.56248
H -2.32069 -1.43958 0.15352
*
```


No. 4
This record from the Open Molecules 2025 dataset describes C5H6O3 in the gas phase. The level of theory is ωB97M-V with the def2-TZVPD basis set.

Frontier orbital gap, hartree: 0.4031
Structure (SMILES): C1[C@@H]2O[C@H]3O[C@@H]2O[C@@H]13
ΔE to the lowest compared entry with this formula, charge and spin, kJ/mol: 144.0
Maximum force, eV/A: 0.8

ORCA input file:
```
! wB97M-V def2-TZVPD RIJCOSX def2/J DEFGRID3
* xyz 0 1
C 1.33625 0.14921 0.00304
C 0.34003 -0.52096 0.93425
O -0.08280 -1.56539 0.00444
C -0.80045 -0.67621 -0.83945
O -1.82498 -0.23092 -0.00625
C -0.94605 0.47399 0.86102
O -0.49042 1.49930 0.00294
C 0.17599 0.60831 -0.90724
H 1.92660 1.01213 0.35351
H 1.99820 -0.60180 -0.44322
H 0.60270 -0.91974 1.91105
H -1.14376 -1.15288 -1.75452
H -1.44455 0.85304 1.76734
H 0.35323 1.07191 -1.88691
*
```


No. 5
This record from the Open Molecules 2025 dataset describes C5H6O3 in the gas phase at a distorted geometry. The level of theory is ωB97M-V with the def2-TZVPD basis set.

Frontier orbital gap (alpha / beta), hartree: 0.3145 / 0.3373
ΔE to the lowest compared entry with this formula, charge and spin, kJ/mol: 0.0
Maximum force, eV/A: 1.4

ORCA input file:
```
! wB97M-V def2-TZVPD RIJCOSX def2/J DEFGRID3
* xyz 0 3
C 0.02460 0.92789 0.13188
C -0.45503 -0.07629 1.17689
C 1.39974 0.96512 -0.24829
C -0.80139 -1.34590 0.43289
C -0.45301 -1.33397 -0.97875
O -0.72203 1.79163 -0.36067
O -1.73911 -1.18924 -0.62656
O 1.73124 1.86391 -1.15925
H 0.31712 -0.27563 1.92008
H -1.34271 0.32669 1.66633
H 2.17370 0.29553 0.08262
H -0.91892 -2.27345 0.99065
H -0.10534 -2.04109 -1.70119
H 0.89115 2.36479 -1.32664
*
```


No. 6
This record from the Open Molecules 2025 dataset describes C5H6O4 in the gas phase at a distorted geometry. The level of theory is ωB97M-V with the def2-TZVPD basis set.

Frontier orbital gap, hartree: 0.3433
Structure (SMILES): CC(=O)/C=C(\O)C(=O)O
ΔE to the lowest compared entry with this formula, charge and spin, kJ/mol: 101.1
Maximum force, eV/A: 2.5

ORCA input file:
```
! wB97M-V def2-TZVPD RIJCOSX def2/J DEFGRID3
* xyz 0 1
C -0.74274 2.03165 0.96188
C -0.72528 1.46254 -0.48199
O -0.93088 2.17825 -1.44052
C -0.29359 0.08056 -0.80530
C 0.24889 -0.81898 0.05298
O 0.13766 -0.67594 1.37661
C 0.95419 -2.10904 -0.30627
O 1.35702 -2.88051 0.56015
O 1.16320 -2.49080 -1.58874
H 0.36161 2.05459 1.29447
H -1.08578 3.09954 0.94862
H -1.42116 1.55317 1.78582
H -0.33794 -0.13304 -1.92342
H 0.49269 -1.51319 1.76156
H 0.82211 -1.83880 -2.19587
*
```


No. 7
This record from the Open Molecules 2025 dataset describes a molecular structure, C5H6O4Pm at a distorted geometry. The level of theory is ωB97M-V with the def2-TZVPD basis set.

Frontier orbital gap (alpha / beta), hartree: 0.2067 / 0.2359
Maximum force, eV/A: 3.9

ORCA input file:
```
! wB97M-V def2-TZVPD RIJCOSX def2/J DEFGRID3
* xyz 2 6
O 1.96639 0.30441 0.25634
C 2.38509 1.20014 -0.56174
C 1.90636 2.53796 -0.55211
O 1.01161 2.92753 0.26549
Pm 0.27909 1.70649 1.88279
H 3.26280 0.95947 -1.17163
H 2.46797 3.28109 -1.13401
C -2.86654 -1.49863 -1.05071
C -1.96187 -1.51071 -0.08034
O -0.79229 -0.77768 -0.24243
C 0.09766 -0.67783 0.74579
O 0.29581 -1.84046 1.34780
H -2.72175 -0.91757 -1.96212
H -2.13242 -1.94590 0.90328
H -3.80747 -2.02632 -0.89803
H 0.60955 -1.72200 2.25163
*
```


No. 8
This record from the Open Molecules 2025 dataset describes a molecular structure, C5H6O4Tl at a distorted geometry. The level of theory is ωB97M-V with the def2-TZVPD basis set.

Frontier orbital gap (alpha / beta), hartree: 0.2673 / 0.2207
ΔE to the lowest compared entry with this formula, charge and spin, kJ/mol: 306.0
Maximum force, eV/A: 5.8

ORCA input file:
```
! wB97M-V def2-TZVPD RIJCOSX def2/J DEFGRID3
* xyz 3 1
C -0.71554 -1.58382 -0.60027
C 0.49876 -1.08055 -0.16030
O 0.74289 0.26442 -0.58656
C 2.00035 0.72401 -0.73857
O 3.00502 0.11152 -0.81776
O 1.79549 2.04634 -0.94600
Tl -0.20701 2.22452 -0.52478
H -0.92229 -2.60560 -0.28072
H -1.36647 -1.04796 -1.29186
H 1.40399 -1.68578 -0.17811
H -0.62324 -0.92238 1.58190
H 2.56316 2.54073 -1.27331
C -1.90194 -0.52222 1.56499
C -2.04235 0.72647 1.21378
O -1.70113 1.73471 0.67661
H -2.52969 -0.92440 2.36097
*
```